No. 1
The following is a DFT calculation (ωB97M-V/def2-TZVPD) of C32H65CuO31 as an isolated structure.

Element x y z (Å)
Cu 0.116273 -1.540255 -2.784212
C 1.261403 -0.222246 1.331688
C 0.149458 -0.236048 0.281858
O 0.392540 0.131875 -1.035913
H 1.754249 0.718256 1.577968
H 2.052568 -0.898349 1.007584
H 0.989407 -0.763446 2.237901
H -0.694956 0.354037 0.638033
H -0.203496 -1.266295 0.236085
C -1.432701 -4.314111 -4.475680
O -0.489678 -4.001520 -3.481948
C -0.307283 -4.696827 -2.336035
O -0.575087 -5.906017 -2.161391
O 0.312482 -3.900780 -1.488864
C 0.752973 -4.324783 -0.220075
H -2.331049 -4.809013 -4.106711
H -1.009410 -5.014045 -5.196102
H -1.813906 -3.439503 -5.002791
H 1.628139 -3.742209 0.067652
H 0.921276 -5.371592 0.032852
H -0.021958 -3.945003 0.445763
C -1.339134 1.293769 -3.924061
O -1.725394 0.716368 -5.180426
C -1.253914 -0.425914 -5.549952
O -0.447974 -1.142582 -4.903066
O -1.609381 -0.535621 -6.915403
C -1.379885 -1.728801 -7.537380
H -0.319229 1.674753 -3.871652
H -1.525990 0.711321 -3.021869
H -1.933829 2.198614 -3.798801
H -0.318748 -1.944042 -7.662886
H -1.770963 -1.680185 -8.553646
H -1.734543 -2.572971 -6.946033
C -3.581977 -1.920990 0.325409
O -4.337303 -1.724207 -0.914516
C -3.711451 -1.762938 -2.171988
O -2.496332 -1.749130 -2.326078
O -4.700324 -1.752402 -3.128515
C -4.408288 -1.774527 -4.479698
H -4.307521 -2.173442 1.098691
H -3.037680 -1.010680 0.576737
H -2.816286 -2.694468 0.265799
H -4.014978 -0.793792 -4.747214
H -5.262245 -1.993784 -5.120626
H -3.605567 -2.502551 -4.596871
C 1.402005 3.896654 0.336758
O 0.117728 4.570418 0.366342
C 0.057550 5.937905 0.580792
O 1.037911 6.719804 0.676443
O -1.276681 6.291607 0.516926
C -1.769835 7.632832 0.552840
H 1.875823 4.046617 -0.633355
H 1.160124 2.846685 0.501536
H 2.036016 4.384625 1.077036
H -2.842935 7.570140 0.733418
H -1.422352 8.143849 -0.345054
H -1.297715 8.155002 1.385033
C 3.689646 0.244374 -1.698215
O 4.092390 -0.192161 -2.967271
C 3.540786 -1.279244 -3.529015
O 2.630260 -1.975474 -3.131928
O 4.374483 -1.653368 -4.590386
C 4.244527 -2.854331 -5.297047
H 2.823179 0.901410 -1.773256
H 4.538836 0.726922 -1.214351
H 3.345627 -0.525085 -1.007072
H 4.500449 -3.687960 -4.643079
H 4.975883 -2.843625 -6.105183
H 3.255935 -3.104558 -5.681978
C 2.490604 -2.162885 4.589855
O 2.979476 -1.646155 5.797186
C 3.433471 -0.421863 5.915892
O 3.483608 0.410996 4.970373
O 3.918489 -0.254558 7.121452
C 4.706695 0.928929 7.400842
H 3.336094 -2.223280 3.904577
H 1.792153 -1.508205 4.068645
H 1.955269 -3.086794 4.808691
H 5.427939 1.071154 6.596056
H 5.193078 0.866010 8.374276
H 4.145818 1.831844 7.642220
C -2.498525 2.169398 -0.610797
O -3.217814 3.239661 -1.173765
C -4.268573 3.086484 -1.922416
O -4.855660 2.035317 -2.271894
O -4.737030 4.317583 -2.204907
C -6.046972 4.392111 -2.757160
H -3.162828 1.496931 -0.068035
H -1.796579 2.507918 0.151302
H -1.928285 1.594569 -1.340527
H -6.755761 4.090831 -1.985827
H -6.215441 3.702759 -3.584519
H -6.308941 5.367322 -3.167566
C -2.535901 -7.098953 3.221970
O -1.814430 -5.898074 3.599138
C -1.662433 -4.800291 2.856168
O -1.944859 -4.659134 1.655042
O -1.076661 -3.920552 3.598047
C -0.918918 -2.631299 2.903131
H -2.046662 -7.620891 2.399585
H -3.569403 -6.830970 3.002524
H -2.492117 -7.867876 3.993306
H -0.786546 -1.821731 3.620892
H -1.752788 -2.239057 2.320981
H -0.030424 -2.661613 2.272443
C -4.366442 -0.528345 3.548828
O -3.596105 0.472827 2.961620
C -2.413458 0.749274 3.336733
O -1.709684 0.203731 4.190724
O -2.165221 1.871663 2.715558
C -0.926755 2.488722 2.743483
H -4.656381 -0.321996 4.579099
H -3.822611 -1.470547 3.616719
H -5.271021 -0.632529 2.949677
H -0.954212 3.341427 2.065064
H -0.087044 1.826114 2.533881
H -0.660625 2.832843 3.742909
C 8.054387 5.178800 1.770775
O 6.863649 4.389082 1.507794
C 6.299186 3.642764 2.476581
O 6.684387 3.730625 3.685071
O 5.262486 2.937506 1.889220
C 4.479491 2.100392 2.801777
H 8.325597 5.704594 0.855305
H 8.891953 4.532246 2.032585
H 7.914338 5.910463 2.566482
H 4.956986 1.349833 3.431670
H 3.631074 1.660792 2.277331
H 3.924931 2.797120 3.430373

Forces on the atoms, in the same order (eV/Å):
Cu 0.211 0.943 0.870
C 0.809 -0.840 -0.410
C -0.477 -0.266 -1.124
O 0.647 -0.367 -0.649
H -0.310 0.195 -0.039
H 0.421 0.104 -0.552
H -0.611 0.609 0.321
H -0.485 0.315 0.611
H -0.325 -0.587 0.606
C -0.926 -1.431 -0.505
O 0.288 1.163 0.897
C -0.572 -3.918 -0.206
O 0.451 3.643 -0.539
O 0.305 0.230 -1.254
C -0.488 0.828 2.078
H 0.139 -0.100 0.576
H 0.219 0.117 -0.065
H 0.776 0.286 0.403
H 0.231 -0.066 -0.619
H -0.210 -0.131 -1.025
H -0.054 -0.414 0.244
C -0.101 1.114 1.063
O -0.490 0.583 0.664
C 2.682 -0.836 -0.919
O -2.504 1.053 -2.012
O 0.018 1.359 3.551
C 1.249 -2.091 -0.767
H 0.278 -0.630 -0.530
H 0.070 -0.716 -0.514
H -0.327 -0.169 -0.395
H 0.328 0.235 0.091
H -0.444 -0.055 0.315
H -0.513 -0.055 -0.317
C 0.542 0.314 -0.968
O 0.630 -0.515 -1.972
C -0.098 0.522 1.481
O -2.011 -0.290 -0.352
O -0.182 -0.210 3.443
C 1.984 0.378 -0.757
H -0.038 0.067 -0.318
H -0.229 0.239 -0.009
H -0.297 -0.275 -0.340
H 0.005 0.084 -0.336
H -0.155 -0.155 0.633
H -0.090 -0.093 -0.623
C -0.238 1.144 0.033
O -0.621 1.970 0.411
C 1.527 1.583 -1.054
O -3.429 -2.720 -0.011
O 1.431 -1.812 0.250
C 1.648 0.105 0.585
H -0.150 -0.125 -0.066
H 0.260 0.141 0.074
H 0.120 -0.492 0.173
H 0.205 -0.012 -0.476
H -0.619 0.056 -0.155
H -0.101 0.084 0.143
C -1.070 0.450 1.482
O 0.002 -1.352 -1.726
C 1.627 -1.658 -0.300
O 0.146 0.957 -0.337
O -0.852 2.278 1.295
C -0.228 -1.302 0.370
H 0.112 0.192 -0.050
H 0.007 0.163 -0.399
H 0.096 -0.518 -0.449
H 0.106 -0.098 0.121
H -0.158 0.282 0.054
H -0.187 0.570 -0.037
C -0.149 0.657 -1.265
O -0.386 -0.429 1.659
C 0.604 2.431 -3.727
O -0.273 -2.134 2.689
O 0.301 0.539 1.297
C 0.078 0.376 0.194
H -0.044 -0.684 -0.080
H -0.120 0.348 0.429
H 0.525 -0.055 0.003
H -0.155 0.219 0.161
H 0.306 -1.253 -0.212
H -0.748 -0.054 -1.103
C 0.176 -1.591 0.573
O 0.816 1.010 0.148
C -2.861 -2.284 -0.881
O 2.039 2.455 0.946
O 0.271 0.326 -0.374
C -0.837 -0.937 -0.284
H -0.267 -0.092 -0.238
H -0.145 0.683 -0.441
H -0.101 0.139 0.000
H -0.115 0.233 0.029
H 0.437 -0.242 0.043
H 0.683 0.249 0.567
C 0.278 0.396 -0.863
O -0.120 -0.842 0.812
C -0.999 -1.833 -3.143
O 0.080 -0.564 2.370
O 0.179 2.756 0.016
C 0.759 0.711 0.495
H -0.145 0.549 -0.499
H 0.119 -0.189 -0.150
H 0.054 0.817 0.675
H 0.238 -0.608 0.560
H -0.291 -1.007 -0.109
H -0.189 -0.238 -0.044
C -0.349 -1.263 0.804
O -2.902 -0.887 -1.100
C 2.824 0.340 2.840
O -1.062 0.440 -1.568
O -0.033 0.760 -1.122
C 1.864 0.539 0.914
H 0.075 0.505 0.010
H 0.041 -0.107 -0.314
H 0.222 -0.010 -0.019
H -0.052 -0.264 0.025
H -0.246 -0.279 -0.582
H -0.405 0.278 0.235
C -0.115 -0.419 0.366
O -0.072 -0.231 -0.261
C 0.915 1.086 2.694
O -1.961 -1.167 -4.294
O 1.721 -0.094 1.661
C -1.239 1.280 0.373
H -0.454 -0.209 -0.070
H -0.154 -0.118 0.122
H -0.275 -0.196 0.031
H 0.575 0.369 -0.493
H 0.682 -0.271 -0.744
H 0.414 0.001 0.581

Values from the calculation:
- multiplicity = 1
- ΔE to the lowest compared entry with this formula, charge and spin (eV) = 2.197
- lowest unoccupied orbital energy (eV) = 0.445
- E_tot (Eh) = -5231.05394

No. 2
The following is a DFT calculation (ωB97M-V/def2-TZVPD) of C28H18CuN7O2Se as an isolated structure.

Element x y z (Å)
Cu -0.094281 -0.186622 0.122574
C -3.822067 -2.943941 5.921375
O -2.556567 -3.485092 5.597684
C -2.473446 -4.281663 4.488832
C -1.182390 -4.647473 4.101996
C -0.982018 -5.425850 2.986871
C -2.071747 -5.884161 2.246411
C -3.351609 -5.582615 2.673082
C -3.565649 -4.760762 3.775342
N -1.919522 -6.825532 1.170461
N -1.093843 -6.613718 0.278876
C -0.537612 -5.309451 0.141056
C 0.829915 -5.200227 0.018812
C 1.482278 -3.971513 -0.042951
C 0.764666 -2.766053 -0.066012
O 1.303834 -1.609836 -0.110312
C -0.689287 -2.895566 -0.089084
N -1.386364 -1.738157 -0.262563
C -2.694303 -1.783059 -0.346186
C -3.417019 -2.986797 -0.272595
C -2.738537 -4.156718 -0.091515
C -1.330130 -4.146274 0.023243
H -3.652230 -2.224762 6.719474
H -4.506068 -3.719078 6.276725
H -4.265356 -2.437112 5.060537
H -0.346566 -4.315892 4.702049
H 0.022089 -5.701730 2.697614
H -4.193828 -5.990669 2.129349
H -4.575752 -4.532511 4.077601
H 1.406339 -6.117905 0.028146
H 2.560431 -3.921120 -0.090212
H -3.205148 -0.839257 -0.493430
H -4.492851 -2.976040 -0.374514
H -3.275739 -5.099753 -0.067748
Se -0.628698 5.264115 5.456694
N -0.728732 3.485700 5.564141
C -0.577073 3.014393 4.353556
C -0.604379 1.593053 4.022700
C -0.794157 0.603672 4.985835
C -0.820345 -0.715902 4.590713
C -0.653154 -1.010981 3.237998
N -0.473946 -0.079048 2.318330
C -0.445233 1.203122 2.692426
C -0.234404 2.204400 1.625746
N -0.072643 1.747993 0.366548
C 0.120430 2.637837 -0.604109
C 0.162705 4.009969 -0.386182
C -0.001396 4.483467 0.897110
C -0.204874 3.566387 1.925489
C -0.383164 3.990526 3.313074
N -0.380250 5.242761 3.690072
H -0.922884 0.891477 6.020064
H -0.978727 -1.510131 5.304069
H -0.679531 -2.032613 2.879610
H 0.251657 2.230003 -1.596382
H 0.325761 4.678187 -1.218544
H 0.023212 5.540019 1.126251

Forces on the atoms, in the same order (eV/Å):
Cu -0.026 -0.148 -0.062
C -0.028 -0.068 -0.001
O 0.075 0.039 -0.090
C -0.045 -0.089 -0.009
C -0.112 0.124 0.120
C 0.056 -0.157 -0.056
C -0.391 -0.067 0.115
C 0.043 0.051 0.032
C 0.120 0.068 0.105
N -0.078 -0.282 0.697
N 0.065 0.224 -0.668
C 0.480 -0.126 -0.129
C 0.055 0.065 0.026
C -0.078 -0.014 -0.016
C -0.059 -0.026 -0.055
O 0.098 -0.092 0.029
C 0.079 0.067 -0.046
N -0.015 -0.213 0.026
C -0.026 0.022 0.020
C 0.041 0.025 -0.027
C -0.167 -0.049 -0.037
C -0.148 0.013 -0.115
H -0.011 -0.022 -0.010
H -0.014 0.007 -0.011
H -0.011 0.025 -0.001
H 0.054 0.046 0.026
H 0.012 0.015 -0.009
H -0.030 -0.010 0.008
H -0.058 0.037 0.018
H 0.048 -0.009 -0.005
H 0.052 0.000 -0.004
H -0.024 0.017 0.021
H -0.025 0.020 -0.012
H 0.080 0.132 -0.006
Se 0.010 -0.173 -0.161
N 0.016 -0.070 -0.077
C -0.035 0.030 0.175
C -0.019 0.054 0.088
C -0.010 -0.043 -0.059
C 0.007 0.053 0.011
C -0.091 -0.016 0.020
N 0.066 0.174 0.067
C 0.019 0.082 -0.036
C -0.013 -0.057 0.025
N -0.031 0.348 0.121
C 0.018 0.006 -0.018
C -0.008 -0.036 0.064
C -0.008 -0.042 -0.054
C 0.021 0.118 0.021
C -0.002 0.205 0.019
N 0.018 -0.083 -0.062
H 0.007 0.003 0.026
H -0.009 -0.103 0.005
H 0.021 -0.093 0.001
H 0.001 -0.001 -0.031
H 0.002 0.018 -0.018
H 0.004 0.004 0.000

Values from the calculation:
- multiplicity = 1
- ΔE to the lowest compared entry with this formula, charge and spin (eV) = 0.000
- lowest unoccupied orbital energy (eV) = -1.095
- E_tot (Eh) = -5653.49436

No. 3
The following is a DFT calculation (ωB97M-V/def2-TZVPD) of C6H11Br2CuN2 as an isolated structure.

Element x y z (Å)
Cu -2.372453 1.394194 -4.223425
C 0.342922 -1.004086 3.285153
C -0.094670 -1.833041 2.067167
N -0.071091 -1.064125 0.887890
C -1.009393 -0.868636 -0.056478
C -0.463284 0.026838 -1.000123
N 0.775762 0.425919 -0.606918
C 0.983176 -0.206412 0.528716
C 1.651976 1.418771 -1.272100
H -0.067727 0.004361 3.235159
H 1.416540 -0.840350 3.378032
H 0.117910 -1.501417 4.228615
H -1.127464 -2.157382 2.194600
H 0.484487 -2.744124 1.916756
H -1.942964 -1.409780 -0.011735
H -0.911051 0.438242 -1.892666
H 1.885016 -0.239786 1.121985
H 1.108481 2.318229 -1.561420
H 2.034214 0.900973 -2.151800
H 2.431579 1.550356 -0.521772
Br -3.989507 1.632743 -6.451207
Br -1.182457 3.758514 -3.094429

Forces on the atoms, in the same order (eV/Å):
Cu -0.570 1.729 -1.123
C 0.530 -0.091 0.145
C -0.309 -0.788 1.745
N 2.937 3.865 -2.604
C 0.379 0.898 -1.950
C -2.136 -0.863 0.053
N -1.570 -0.726 0.851
C 0.165 -2.159 2.070
C 0.205 -1.154 0.392
H -0.433 -0.185 0.186
H 0.214 -0.217 -0.500
H -0.493 0.062 -0.155
H -0.016 0.022 0.093
H 0.178 0.057 0.162
H -0.009 0.272 -0.278
H -0.054 0.034 0.098
H 0.029 0.440 -0.218
H -0.161 -0.037 0.203
H 0.174 0.338 -0.014
H 0.173 0.562 -0.473
Br 0.990 -0.439 1.425
Br -0.224 -1.620 -0.110

Values from the calculation:
- multiplicity = 1
- ΔE to the lowest compared entry with this formula, charge and spin (eV) = 1.552
- lowest unoccupied orbital energy (eV) = -0.967
- E_tot (Eh) = -7133.20503

No. 4
The following is a DFT calculation (ωB97M-V/def2-TZVPD) of the molecule C3H7PS2.

Element x y z (Å)
C 1.003619 1.040742 0.211118
C -1.872230 0.264680 -0.133905
C 0.150073 -1.571775 -0.169407
P -0.272244 -0.058882 -0.917273
S 0.688363 2.341139 1.101085
S 2.727298 0.646631 -0.177949
H -1.994730 1.376758 -0.178737
H -1.734633 -0.041869 0.877728
H -2.625227 -0.327818 -0.796769
H -0.300593 -1.402899 0.915620
H 1.324605 -1.702491 -0.297197
H -0.316727 -2.389557 -0.674272
H 3.222426 1.825342 0.239959

Forces on the atoms, in the same order (eV/Å):
C 0.070 -0.628 -1.550
C -0.280 0.567 -1.877
C 1.840 -0.651 2.513
P 1.466 3.017 -0.693
S -0.657 0.010 0.153
S -0.908 -0.086 -0.018
H -0.431 -1.002 -0.010
H -0.769 -0.326 0.877
H 1.001 1.174 1.592
H 1.642 -1.284 -1.805
H -2.503 0.043 0.850
H -0.387 -0.658 -0.130
H -0.084 -0.174 0.098

Values from the calculation:
- multiplicity = 1
- ΔE to the lowest compared entry with this formula, charge and spin (eV) = 0.817
- lowest unoccupied orbital energy (eV) = -0.340
- SMILES = CP(C)C(=S)S
- E_tot (Eh) = -1256.17011

No. 5
The following is a DFT calculation (ωB97M-V/def2-TZVPD) of an isolated ion of composition C3H13N2Si and charge +1.

Element x y z (Å)
C -1.539789 -1.078572 -0.679546
C -1.560387 0.964289 0.669048
C 2.032450 1.435260 -0.468007
N 1.348747 -1.702404 0.213002
N -0.966546 -0.301740 0.408225
Si 1.141821 0.013888 0.508711
H -0.844715 -0.949133 -1.643610
H -1.614429 -2.172809 -0.499441
H -2.526723 -0.632420 -0.974832
H -1.325017 1.324800 1.674231
H -1.339813 1.815287 -0.058174
H -2.640640 0.868789 0.816130
H 1.997834 2.329716 0.147393
H 3.050605 1.110926 -0.742895
H 2.294657 -2.074212 0.055423
H 0.758647 -2.239829 -0.424157
H -1.031964 -0.894083 1.250922
H 1.572016 1.805337 -1.485945
H 0.981227 -0.185112 1.881882

Forces on the atoms, in the same order (eV/Å):
C 0.534 0.321 -3.778
C -1.782 2.738 0.663
C -1.686 -0.096 -1.384
N 0.930 0.058 -1.120
N 2.706 -0.855 0.796
Si -1.159 -2.148 -2.279
H -1.551 -0.323 1.960
H 0.008 0.941 0.257
H 0.786 -0.700 0.395
H 0.788 -0.057 -0.133
H -0.179 -1.523 0.656
H -0.133 0.001 -0.730
H 0.464 0.035 0.238
H -0.308 0.113 0.505
H -0.447 0.302 0.300
H 0.133 0.510 0.143
H 0.068 0.539 -0.300
H 0.465 -1.182 1.912
H 0.362 1.328 1.900

Values from the calculation:
- multiplicity = 1
- ΔE to the lowest compared entry with this formula, charge and spin (eV) = 0.800
- lowest unoccupied orbital energy (eV) = -3.329
- net charge = +1
- SMILES = C[NH+](C)[Si@H](C)N
- E_tot (Eh) = -520.84776